Entry 1:
This record from the OMol25 dataset describes C9H13BrO2 in the gas phase in a non-equilibrium geometry. The level of theory is the ωB97M-V functional and the def2-TZVPD basis.

Last column: Mulliken charge in e.
Cartesian coordinates (Å):
C (2.04961, 1.11132, -0.01897)  1.15
C (2.95067, 0.53847, -0.81858)  -0.91
C (0.85681, 1.83149, -0.63887)  -0.84
C (-0.54466, 1.34152, 0.11092)  -0.87
C (-2.24274, -2.61329, -0.16522)  -0.34
C (-2.27518, -1.59834, -1.30923)  -0.62
C (-1.43341, -0.75902, 1.22652)  -0.24
C (-1.10131, -0.09956, 0.13142)  0.56
C (2.25487, 1.16602, 1.40218)  -1.88
O (-2.03620, -2.04130, 1.11537)  -0.41
O (-1.26198, -0.63256, -1.12339)  -0.38
Br (4.46538, -0.47226, -0.13137)  -0.16
H (0.94944, 2.82261, -0.37752)  0.45
H (0.93830, 1.76576, -1.78078)  0.29
H (-0.51674, 1.73122, 1.14673)  0.33
H (-1.35151, 1.95235, -0.40142)  0.34
H (-3.19697, -3.14164, -0.25035)  0.31
H (-1.51708, -3.43689, -0.28787)  0.26
H (-2.21761, -1.93118, -2.28216)  0.42
H (-3.24128, -1.20647, -1.27843)  0.33
H (2.89235, 0.55344, -1.85791)  0.51
H (-1.49279, -0.28200, 2.20912)  0.34
H (3.32573, 1.38882, 1.69796)  0.46
H (2.07026, 0.20184, 1.77532)  0.45
H (1.67605, 1.80966, 1.90654)  0.46

Atoms 1-6, force components in eV/Å:
-6.4 4.0 3.7
6.9 -3.9 -3.6
-0.2 -4.3 -0.1
-0.8 1.0 -1.3
0.6 -1.0 -1.0
1.0 0.2 3.1

The calculated total energy is -3074.963611 hartree. For the frontier orbital gap (spin up / spin down), the calculation gives 5.714 / 6.372 eV. For the relative energy (zero: lowest compared OMol25 entry of this formula, charge and spin), the calculation gives 1.7933 eV. The max |F| comes out at 8.70 eV/Å. Its expectation value of S² is 2.008. The HOMO energy (spin up / spin down) is -4.87 / -8.29 eV. As for the spin multiplicity: 3.

=====

Entry 2:
This record from the OMol25 dataset describes a molecular structure, C20H19BrFeO6 in a non-equilibrium geometry. The level of theory is the ωB97M-V functional and the def2-TZVPD basis.

Last column: Mulliken charge in e.
Cartesian coordinates (Å):
C (3.18210, 2.92974, -2.31713)  -0.76
O (3.24319, 1.49689, -2.47074)  -0.41
C (2.39031, 0.60610, -1.83796)  -0.04
C (2.52655, 0.22256, -0.45977)  -0.65
C (1.19944, 0.08271, 0.27352)  -0.36
C (0.22901, -0.71462, -0.52433)  -0.01
C (0.50621, -0.94270, -1.85728)  -0.51
C (1.51582, -0.23265, -2.59054)  -0.52
Fe (3.07561, -1.38870, -1.71534)  0.26
C (3.64267, -2.23065, -0.30548)  0.21
O (4.15609, -2.95135, 0.44731)  -0.37
C (4.64958, -1.10931, -2.35430)  0.12
O (5.75326, -1.22757, -2.71359)  -0.37
C (2.74983, -2.85924, -2.62032)  0.36
O (2.80806, -3.92079, -3.09200)  -0.34
H (4.09630, 3.29315, -2.80353)  0.25
H (2.29644, 3.32387, -2.84543)  0.29
H (3.16799, 3.22196, -1.25207)  0.31
H (3.36589, 0.61696, 0.13007)  0.60
H (1.33100, -0.37905, 1.26433)  0.47
H (0.78913, 1.09797, 0.48247)  0.15
H (-0.49031, -1.34992, -0.01423)  0.33
H (-0.11203, -1.66063, -2.41818)  0.48
H (1.52014, -0.17094, -3.68100)  0.53
C (-2.40401, 4.54443, 0.11334)  -1.21
C (-2.43452, 3.45648, 1.15639)  -0.20
O (-2.04408, 2.22702, 0.50440)  -0.26
C (-2.06389, 1.19868, 1.40774)  0.53
C (-1.95730, -0.10538, 0.77125)  -0.78
C (-2.32149, -1.26372, 1.50435)  0.79
C (-2.35577, -1.31005, 2.93401)  -0.57
C (-2.68582, -2.47596, 3.61234)  -0.58
C (-2.98709, -3.64711, 2.89701)  0.07
Br (-3.45660, -5.21959, 3.82409)  -0.17
C (-2.95565, -3.64303, 1.48833)  -0.61
C (-2.61199, -2.47899, 0.80288)  -0.15
O (-2.15778, 1.44325, 2.61595)  -0.68
H (-2.77325, 5.47492, 0.55274)  0.39
H (-1.38142, 4.72141, -0.23835)  0.29
H (-3.03521, 4.28866, -0.74450)  0.30
H (-1.73676, 3.68083, 1.97540)  0.30
H (-3.44964, 3.34842, 1.57377)  0.32
H (-2.13305, -0.10510, -0.30887)  0.50
H (-2.14732, -0.39793, 3.48585)  0.51
H (-2.71901, -2.47651, 4.69719)  0.43
H (-3.19870, -4.54444, 0.93853)  0.41
H (-2.58191, -2.47010, -0.28834)  0.39

Atoms 1-6, force components in eV/Å:
-0.4 -0.6 0.3
0.3 -0.6 -0.3
0.7 0.2 0.7
-0.7 2.3 0.4
0.2 0.3 0.5
1.3 -1.5 -1.2

The calculated total energy is -5062.454710 hartree. For the frontier orbital gap (spin up / spin down), the calculation gives 6.213 / 6.485 eV. The max |F| comes out at 6.00 eV/Å. Its expectation value of S² is 6.145. The HOMO energy (spin up / spin down) is -5.76 / -8.62 eV. As for the spin multiplicity: 5.

=====

Entry 3:
This record from the OMol25 dataset describes 9 unconnected molecules or ions with the total composition C45H45N9 in a non-equilibrium geometry. The level of theory is the ωB97M-V functional and the def2-TZVPD basis.

Last column: Mulliken charge in e.
Cartesian coordinates (Å):
N (-5.17403, -3.00644, 0.51802)  -0.57
C (-3.98049, -2.48665, 0.88239)  -0.50
C (-3.57504, -1.23383, 0.47109)  0.37
C (-4.43023, -0.50857, -0.39447)  -0.50
C (-5.59234, -1.05783, -0.83067)  -0.49
C (-5.95796, -2.28082, -0.33972)  -0.28
H (-3.36754, -3.09969, 1.52650)  0.58
H (-2.74600, -0.72817, 0.94374)  0.28
H (-4.13443, 0.47010, -0.74246)  0.37
H (-6.19247, -0.60015, -1.60320)  0.43
H (-6.89264, -2.69326, -0.68996)  0.35
N (4.28738, 2.19356, 1.86481)  -0.59
C (5.43579, 2.21245, 1.13705)  -0.31
C (5.47479, 2.28644, -0.25053)  -0.60
C (4.19296, 2.33570, -0.87968)  -0.47
C (3.01532, 2.22314, -0.14963)  0.51
C (3.07868, 2.13971, 1.18918)  -0.76
H (6.35872, 2.17308, 1.69655)  0.38
H (6.36497, 2.31088, -0.86158)  0.44
H (4.17146, 2.48958, -1.94845)  0.43
H (2.01999, 2.28218, -0.56464)  0.19
H (2.17019, 2.18982, 1.77102)  0.80
N (0.94477, 4.16219, -2.38734)  -0.33
C (1.62701, 5.21959, -2.82202)  -0.25
C (2.11348, 5.38389, -4.11634)  -0.49
C (1.90527, 4.26609, -5.01445)  -0.39
C (1.26617, 3.11684, -4.57160)  -0.72
C (0.77539, 3.13754, -3.27315)  0.36
H (1.70918, 6.09812, -2.19926)  0.34
H (2.64499, 6.28070, -4.39854)  0.42
H (2.26163, 4.37308, -6.02833)  0.39
H (1.08829, 2.30324, -5.25922)  0.41
H (0.21930, 2.31142, -2.85519)  0.25
N (-3.32239, 0.56227, -5.81688)  -0.59
C (-3.99831, -0.42142, -5.26503)  -0.44
C (-3.42044, -1.19122, -4.23141)  -0.40
C (-2.07261, -1.06965, -3.89071)  -0.16
C (-1.34607, -0.12799, -4.56670)  -0.21
C (-1.96190, 0.65230, -5.52893)  -0.25
H (-5.00104, -0.57696, -5.63481)  0.41
H (-4.07906, -1.91368, -3.77241)  0.43
H (-1.69953, -1.64548, -3.05666)  0.52
H (-0.32075, -0.06169, -4.23396)  0.37
H (-1.40437, 1.49004, -5.92105)  0.31
N (0.27475, 3.63742, 4.22692)  -0.60
C (0.36765, 4.60315, 3.33054)  -0.11
C (-0.72832, 5.21319, 2.68305)  -0.45
C (-2.03937, 4.76124, 3.06091)  -0.33
C (-2.13757, 3.65426, 3.90862)  -0.34
C (-0.95598, 3.13477, 4.47791)  -0.19
H (1.36377, 4.99617, 3.19025)  0.47
H (-0.61914, 5.96578, 1.91618)  0.41
H (-2.94915, 5.18482, 2.66180)  0.41
H (-3.13397, 3.29880, 4.12599)  0.39
H (-0.98248, 2.19507, 5.00957)  0.39
N (0.50432, -5.47178, 0.60602)  -0.43
C (-0.00085, -4.22445, 0.44347)  -0.51
C (-0.59589, -3.77539, -0.77105)  0.20
C (-0.72151, -4.68193, -1.79676)  -0.59
C (-0.10719, -5.99399, -1.64112)  -0.28
C (0.52111, -6.33544, -0.47423)  -0.60
H (-0.05495, -3.57177, 1.30223)  0.77
H (-1.07098, -2.81086, -0.87292)  0.18
H (-1.14108, -4.40490, -2.75259)  0.46
H (-0.16994, -6.74062, -2.41894)  0.41
H (1.14407, -7.20825, -0.34570)  0.38
N (3.27913, -1.95416, 2.16369)  -0.38
C (4.06625, -1.03811, 1.55204)  -0.38
C (4.54256, -1.16033, 0.23225)  -0.29
C (4.00377, -2.21185, -0.53985)  -0.67
C (3.18460, -3.13955, 0.10079)  -0.41
C (2.83148, -3.01047, 1.45102)  -0.54
H (4.39524, -0.21423, 2.16799)  0.62
H (5.13438, -0.37013, -0.20563)  0.45
H (4.35015, -2.31498, -1.55759)  0.44
H (2.71880, -3.93609, -0.46042)  0.37
H (2.15862, -3.65632, 1.99557)  0.78
N (-0.47752, 0.04516, -0.93022)  0.16
C (-1.27326, 1.11668, -0.71184)  -1.15
C (-1.26923, 1.76865, 0.49341)  -0.72
C (-0.45734, 1.29985, 1.54412)  0.14
C (0.25532, 0.10658, 1.35424)  -0.15
C (0.14793, -0.49981, 0.09431)  -1.55
H (-1.81794, 1.40960, -1.59723)  0.91
H (-1.80677, 2.68343, 0.69497)  0.44
H (-0.29859, 1.84211, 2.46454)  0.39
H (0.83656, -0.33023, 2.15284)  0.52
H (0.70941, -1.41660, -0.00882)  0.85
N (-0.53580, -0.81592, 4.64118)  -0.34
C (-1.61680, -1.57977, 4.30281)  -0.18
C (-1.53867, -2.92769, 4.24547)  -0.52
C (-0.31617, -3.53064, 4.54607)  -0.29
C (0.85463, -2.81201, 4.73109)  -0.48
C (0.65960, -1.43024, 4.78656)  -0.27
H (-2.52624, -1.06424, 4.03161)  0.44
H (-2.41225, -3.50370, 3.97811)  0.47
H (-0.28749, -4.61024, 4.55327)  0.35
H (1.77176, -3.33137, 4.96677)  0.44
H (1.51064, -0.79878, 4.99488)  0.41

Atoms 1-6, force components in eV/Å:
-0.5 0.6 -0.9
-1.4 -0.1 -0.6
-1.1 1.1 -0.2
1.9 0.1 0.7
-0.4 -0.1 -0.7
1.2 -1.4 1.2

The calculated total energy is -2234.456324 hartree. For the frontier orbital gap, the calculation gives 9.852 eV. For the relative energy (zero: lowest compared OMol25 entry of this formula, charge and spin), the calculation gives 1.4615 eV. The max |F| comes out at 3.72 eV/Å. The HOMO energy is -9.32 eV. Its SMILES is c1ccncc1.c1ccncc1.c1ccncc1.c1ccncc1.c1ccncc1.c1ccncc1.c1ccncc1.c1ccncc1.c1ccncc1.

=====

Entry 4:
This record from the OMol25 dataset describes a molecular structure, C31H58BrN5Si4W in a non-equilibrium geometry. The level of theory is the ωB97M-V functional and the def2-TZVPD basis.

Last column: Mulliken charge in e.
Cartesian coordinates (Å):
W (0.04639, 0.81315, 1.12995)  1.54
C (-1.60373, 2.74175, 3.12927)  -0.84
C (-1.18085, 3.60083, 1.91955)  -0.76
N (-0.96663, 2.81050, 0.69459)  -0.06
C (-2.20542, 2.56920, -0.05332)  0.05
C (-3.02950, 1.46053, 0.59993)  -0.81
N (-2.20089, 0.26905, 0.85139)  -0.18
C (-2.62130, -0.45521, 2.05348)  -0.65
C (-2.20223, 0.33667, 3.31833)  -0.90
N (-1.17080, 1.33685, 2.99769)  -0.60
H (-1.17705, 3.19139, 4.03067)  0.40
H (-2.68900, 2.78167, 3.25119)  0.39
H (-1.93556, 4.37841, 1.75449)  0.46
H (-0.24910, 4.11588, 2.15753)  0.37
H (-0.36366, 3.37036, 0.09234)  -0.21
H (-1.94270, 2.25933, -1.07422)  -0.86
H (-2.81071, 3.48285, -0.10003)  0.70
H (-3.43420, 1.81409, 1.54790)  0.30
H (-3.88374, 1.22117, -0.04021)  0.65
H (-2.28720, -0.36424, 0.05715)  -0.41
H (-3.70330, -0.63391, 2.06387)  0.64
H (-2.11590, -1.42481, 2.04027)  0.23
H (-3.07415, 0.81757, 3.77246)  0.42
H (-1.81378, -0.37004, 4.05581)  0.42
H (-0.38779, 1.19479, 3.62950)  0.54
Br (1.88491, 2.49407, 2.48541)  -0.05
C (3.49969, 1.92526, 1.63057)  1.26
C (4.66370, 2.59434, 1.88464)  -0.83
C (5.85705, 2.08167, 1.36097)  -0.72
C (5.83123, 0.91500, 0.64751)  -1.10
C (4.62501, 0.23416, 0.38638)  1.73
C (4.63381, -1.00771, -0.27446)  -1.43
C (3.46912, -1.71134, -0.39007)  -1.65
C (2.25347, -1.14607, 0.01648)  0.42
C (2.13641, 0.11396, 0.58196)  -0.52
C (3.38189, 0.76395, 0.84724)  -0.36
H (4.67612, 3.48563, 2.49198)  0.48
H (6.78383, 2.59484, 1.56522)  0.44
H (6.75017, 0.47032, 0.29865)  0.48
H (5.56853, -1.39593, -0.64717)  0.45
H (3.47863, -2.70228, -0.81548)  0.61
H (1.36635, -1.74931, -0.10719)  0.66
C (1.03858, 2.10564, -4.54754)  -1.02
Si (1.44000, 2.00773, -2.68739)  0.68
C (3.30094, 1.65573, -2.44582)  -1.09
C (1.04340, 3.73832, -1.94778)  -1.18
Si (0.20893, 0.41427, -1.34455)  -0.62
Si (-0.32756, -1.68704, -2.48247)  0.78
C (-0.85562, -1.54278, -4.31182)  -0.80
C (-1.76730, -2.44687, -1.45495)  -1.20
C (1.06255, -3.00633, -2.49395)  -1.25
Si (-2.96254, 1.45552, -3.60765)  0.46
C (-2.56029, 1.46211, -5.45855)  -1.10
C (-3.63460, 3.16056, -3.06863)  -1.18
C (-4.16131, 0.06612, -3.08358)  -1.10
H (1.80164, 2.68194, -5.06313)  0.46
H (0.08824, 2.59355, -4.73044)  0.12
H (1.00811, 1.13136, -5.02038)  0.33
H (3.91191, 2.12658, -3.21046)  0.60
H (3.50967, 0.59083, -2.48057)  0.25
H (3.65138, 2.01999, -1.48532)  0.22
H (1.61584, 4.50952, -2.45736)  0.58
H (1.31408, 3.80155, -0.89452)  0.21
H (-0.00504, 4.00755, -2.06328)  0.27
H (-1.90736, -1.31623, -4.42572)  0.24
H (-0.67496, -2.48016, -4.82995)  0.49
H (-0.29417, -0.78022, -4.83710)  0.05
H (-2.66715, -1.84200, -1.48484)  0.24
H (-1.48349, -2.58949, -0.41457)  0.25
H (-2.03839, -3.42204, -1.84733)  0.53
H (2.00996, -2.58258, -2.81122)  0.40
H (0.83247, -3.81450, -3.18537)  0.54
H (1.21641, -3.46126, -1.52067)  0.20
H (-1.98611, 2.34078, -5.73561)  0.36
H (-3.48404, 1.48448, -6.03663)  0.46
H (-2.00026, 0.58903, -5.77333)  0.35
H (-2.85051, 3.88991, -2.88896)  0.36
H (-4.25281, 3.10055, -2.17799)  0.35
H (-4.25770, 3.56220, -3.86646)  0.45
H (-3.81932, -0.91308, -3.39936)  0.32
H (-5.13040, 0.23074, -3.55416)  0.52
H (-4.33168, 0.02660, -2.01037)  0.26
N (0.32049, -0.97923, 2.06838)  -0.27
C (0.57909, -1.91607, 2.71740)  0.64
N (0.85725, -2.97402, 3.39187)  0.03
C (0.82784, -2.99429, 4.84670)  -0.76
C (-0.26833, -3.94348, 5.32535)  -0.54
C (-0.05380, -5.32940, 4.72129)  -0.73
C (-0.03250, -5.24188, 3.19703)  -0.61
C (1.05176, -4.26597, 2.74879)  -0.51
H (0.66048, -1.98065, 5.21382)  0.38
H (1.80155, -3.33953, 5.20742)  0.40
H (-1.24485, -3.55570, 5.02429)  0.22
H (-0.24533, -3.99609, 6.41283)  0.39
H (-0.85046, -5.99907, 5.04221)  0.35
H (0.89504, -5.73725, 5.07579)  0.33
H (-1.00353, -4.90270, 2.82864)  0.25
H (0.16925, -6.22085, 2.76409)  0.38
H (1.04201, -4.12677, 1.66760)  0.23
H (2.03543, -4.64405, 3.04407)  0.36

Atoms 1-6, force components in eV/Å:
0.1 1.4 0.1
-0.2 0.7 -0.2
-0.1 0.2 0.5
0.3 0.0 -0.1
-0.6 -0.2 -0.1
0.0 0.6 -0.3

The calculated total energy is -5288.379958 hartree. For the frontier orbital gap (spin up / spin down), the calculation gives 6.190 / 5.411 eV. For the relative energy (zero: lowest compared OMol25 entry of this formula, charge and spin), the calculation gives 3.1614 eV. Its charge is +2. The max |F| comes out at 1.39 eV/Å. Its expectation value of S² is 2.016. The HOMO energy (spin up / spin down) is -11.72 / -11.66 eV. As for the spin multiplicity: 3.